Entry 1:
The following is a quantum chemistry calculation of one molecule with the formula C4H11NS at a distorted geometry, from the Open Molecules 2025 dataset.

Atoms and positions in Å:
C 2.01 1.27 -0.27
C 0.58 1.19 -0.77
N -0.41 0.63 0.17
C -0.28 -0.82 0.24
C -1.61 -1.50 -0.17
S -2.90 -1.14 1.06
H 2.46 0.30 -0.12
H 2.16 1.77 0.69
H 2.54 1.98 -0.90
H 0.21 2.19 -1.00
H 0.50 0.66 -1.72
H -0.16 0.96 1.10
H 0.54 -1.20 -0.39
H -0.02 -1.29 1.20
H -1.46 -2.58 -0.23
H -1.96 -0.99 -1.06
H -2.19 -1.45 2.16

Computed properties:
Relative energy (zero: lowest compared OMol25 entry of this formula, charge and spin) in eV: 0.777
Maximum force in eV/A: 1.439

Here are the Löwdin charges for atoms 1 to 4, given in e: C -0.11; C -0.29; N -0.08; C -0.35

Entry 2:
The following is a quantum chemistry calculation of one molecule with the formula C4H11NS at a distorted geometry, from the Open Molecules 2025 dataset.

Atoms and positions in Å:
C -0.02 2.65 0.87
C 0.92 1.53 0.49
S 0.73 0.04 1.52
C -0.29 -1.26 0.69
N -0.48 -1.04 -0.74
C -0.49 -2.30 -1.48
H -0.88 2.84 0.23
H 0.48 3.63 0.94
H -0.42 2.62 1.88
H 1.87 1.94 0.13
H 0.66 1.09 -0.48
H -1.23 -1.30 1.23
H 0.23 -2.18 0.96
H 0.30 -0.46 -1.00
H 0.49 -2.81 -1.50
H -0.56 -2.03 -2.54
H -1.31 -2.94 -1.19

Computed properties:
Relative energy (zero: lowest compared OMol25 entry of this formula, charge and spin) in eV: 1.639
Maximum force in eV/A: 2.656

Here are the Löwdin charges for atoms 1 to 4, given in e: C -0.19; C -0.56; S 0.85; C -0.52

Entry 3:
The following is a quantum chemistry calculation of one molecule with the formula C4H11NS at a distorted geometry, from the Open Molecules 2025 dataset.

Atoms and positions in Å:
C 1.18 1.50 0.74
C -0.48 1.25 0.53
N -0.98 0.59 -0.64
C -1.29 -0.78 -0.28
C -0.10 -1.75 -0.22
S 0.76 -1.78 -1.73
H 1.82 0.62 0.85
H 1.68 2.16 -0.01
H 1.20 2.24 1.75
H -0.84 0.72 1.46
H -0.84 2.31 0.79
H -0.50 0.57 -1.54
H -2.03 -1.36 -0.81
H -1.82 -0.92 0.67
H 0.73 -1.66 0.50
H -0.38 -2.80 -0.25
H 1.90 -0.89 -1.80

Computed properties:
Relative energy (zero: lowest compared OMol25 entry of this formula, charge and spin) in eV: 2.401
Maximum force in eV/A: 4.375

Here are the Löwdin charges for atoms 1 to 4, given in e: C -0.10; C -0.27; N -0.08; C -0.33

Entry 4:
The following is a quantum chemistry calculation of a 2-piece molecular cluster, C4H11NS overall at a distorted geometry, from the Open Molecules 2025 dataset.

Atoms and positions in Å:
C -2.73 -1.34 0.47
S -1.19 -0.80 1.18
C -0.35 -2.25 1.85
H -2.54 -2.26 -0.09
H -3.39 -1.64 1.28
H -3.05 -0.62 -0.27
H -0.79 -2.56 2.80
H 0.72 -2.06 1.90
H -0.62 -3.05 1.15
C 2.72 1.68 -1.14
C 0.55 2.53 -1.49
N 1.53 1.93 -2.01
H 2.94 2.58 -0.57
H 2.45 0.78 -0.61
H 3.45 1.39 -1.89
H -0.39 2.59 -2.02
H 0.71 3.11 -0.56

Computed properties:
Multiplicity: 2
Relative energy (zero: lowest compared OMol25 entry of this formula, charge and spin) in eV: 1.764
Net charge: +1
Maximum force in eV/A: 2.688

Here are the Löwdin charges for atoms 1 to 4, given in e: C -0.30; S 1.12; C -0.27; H 0.08

Entry 5:
The following is a quantum chemistry calculation of an isolated ion of composition C4H11NS2 and charge -1 at a distorted geometry, from the Open Molecules 2025 dataset.

Atoms and positions in Å:
S -4.37 0.55 -0.59
S -2.45 -0.22 -0.82
C -1.59 0.16 0.72
C -0.29 1.05 0.40
C 0.66 0.16 -0.43
N 1.60 -0.64 0.39
C 2.93 -0.55 -0.19
H -5.01 -0.74 -0.48
H -2.26 0.85 1.19
H -1.27 -0.65 1.35
H -0.48 1.90 -0.21
H 0.25 0.86 1.44
H 1.38 0.99 -0.93
H 0.16 -0.55 -1.31
H 1.26 -1.65 0.45
H 2.82 -0.84 -1.26
H 3.04 0.53 -0.22
H 3.64 -1.22 0.49

Computed properties:
Multiplicity: 2
Relative energy (zero: lowest compared OMol25 entry of this formula, charge and spin) in eV: 2.798
Net charge: -1
Maximum force in eV/A: 5.447

Here are the Löwdin charges for atoms 1 to 4, given in e: S -0.18; S 0.11; C -0.61; C -0.26

Entry 6:
The following is a quantum chemistry calculation of one molecule with the formula C4H11NS2 at a distorted geometry, from the Open Molecules 2025 dataset.

Atoms and positions in Å:
C -0.39 -2.10 -0.31
N 0.38 -1.05 0.21
C -0.44 0.31 -0.05
C -0.57 0.52 -1.54
C 0.37 1.60 0.40
S -0.02 1.96 2.14
S 1.25 0.97 3.42
H -1.45 -1.94 -0.01
H -0.10 -2.99 0.32
H -0.24 -2.17 -1.46
H 1.16 -0.95 -0.39
H -1.34 0.20 0.63
H 0.22 1.11 -1.93
H -1.53 0.95 -1.84
H -0.39 -0.36 -2.18
H 1.32 1.42 0.10
H 0.01 2.57 -0.29
H 1.75 -0.05 2.75

Computed properties:
Relative energy (zero: lowest compared OMol25 entry of this formula, charge and spin) in eV: 2.518
Maximum force in eV/A: 4.821

Here are the Löwdin charges for atoms 1 to 4, given in e: C -0.20; N -0.11; C -0.40; C -0.11

Please write out number 5 again, unchanged.
The following is a quantum chemistry calculation of an isolated ion of composition C4H11NS2 and charge -1 at a distorted geometry, from the Open Molecules 2025 dataset.

Atoms and positions in Å:
S -4.37 0.55 -0.59
S -2.45 -0.22 -0.82
C -1.59 0.16 0.72
C -0.29 1.05 0.40
C 0.66 0.16 -0.43
N 1.60 -0.64 0.39
C 2.93 -0.55 -0.19
H -5.01 -0.74 -0.48
H -2.26 0.85 1.19
H -1.27 -0.65 1.35
H -0.48 1.90 -0.21
H 0.25 0.86 1.44
H 1.38 0.99 -0.93
H 0.16 -0.55 -1.31
H 1.26 -1.65 0.45
H 2.82 -0.84 -1.26
H 3.04 0.53 -0.22
H 3.64 -1.22 0.49

Computed properties:
Multiplicity: 2
Relative energy (zero: lowest compared OMol25 entry of this formula, charge and spin) in eV: 2.798
Net charge: -1
Maximum force in eV/A: 5.447

Here are the Löwdin charges for atoms 1 to 4, given in e: S -0.18; S 0.11; C -0.61; C -0.26